This record from the Open Molecules 2025 dataset describes a 8-piece molecular cluster, C24H66O8PS overall. The level of theory is ωB97M-V/def2-TZVPD.

Geometry as XYZ:
```
100
Properties=species:S:1:pos:R:3:forces:R:3
C -1.999 1.623 3.767 -0.161 0.038 -0.040
C -2.334 0.190 4.109 0.294 -0.064 -0.676
O -3.618 -0.147 3.651 0.130 -0.046 -0.284
C -1.314 -0.791 3.478 -0.103 0.200 0.668
P 0.290 -0.604 4.297 0.113 0.271 -0.637
S 1.868 -0.553 2.943 0.239 -0.537 0.358
H -2.796 2.251 4.139 -0.085 0.271 0.172
H -1.065 1.968 4.191 0.159 0.173 0.231
H -1.953 1.762 2.690 -0.016 -0.062 -0.278
H -2.298 0.028 5.180 -0.367 0.062 0.333
H -3.647 0.075 2.702 -0.326 -0.132 0.335
H -1.677 -1.799 3.637 0.057 -0.374 0.088
H -1.212 -0.640 2.412 0.172 0.171 -0.276
H 0.333 0.597 5.006 -0.139 -0.015 0.158
H 0.527 -1.650 5.213 0.204 -0.017 -0.138
H 1.546 0.607 2.352 -0.307 0.106 0.138
C 4.046 -3.125 0.728 0.074 -0.112 0.153
C 3.305 -4.107 -0.165 -0.176 0.367 -0.053
C 2.904 -3.478 -1.488 -0.044 -0.138 0.163
O 2.152 -4.611 0.522 0.103 -0.106 0.137
H 3.398 -2.277 0.972 -0.004 0.058 -0.112
H 4.327 -3.602 1.669 0.035 -0.022 -0.019
H 4.947 -2.745 0.249 -0.011 0.025 -0.018
H 3.940 -4.972 -0.353 -0.070 -0.105 0.058
H 2.227 -2.632 -1.321 0.056 0.044 0.024
H 2.376 -4.197 -2.111 0.029 -0.024 -0.033
H 3.768 -3.119 -2.041 0.017 0.029 -0.063
H 1.567 -3.862 0.678 -0.028 -0.022 -0.121
C 1.866 4.861 6.370 0.038 -0.116 0.099
C 1.096 3.937 5.443 -0.087 0.424 0.045
C 0.706 4.640 4.150 -0.051 -0.157 -0.036
O -0.067 3.423 6.106 0.107 -0.246 -0.217
H 1.249 5.718 6.648 -0.002 0.040 -0.069
H 2.140 4.342 7.288 0.019 -0.024 -0.011
H 2.774 5.231 5.896 -0.003 0.020 -0.013
H 1.711 3.063 5.212 -0.039 -0.075 0.044
H 0.056 5.491 4.362 0.044 0.048 0.027
H 0.156 3.967 3.489 0.020 -0.002 -0.013
H 1.585 5.005 3.619 0.008 0.022 0.008
H -0.629 4.174 6.331 -0.002 -0.043 0.055
C 1.694 -1.307 -5.470 -0.107 0.058 0.169
C 3.151 -1.396 -5.045 -0.084 -0.162 -0.417
C 4.086 -1.146 -6.217 0.134 0.030 0.087
O 3.425 -2.673 -4.458 0.000 0.119 0.069
H 1.466 -2.066 -6.223 0.062 0.028 -0.067
H 1.035 -1.487 -4.618 0.020 0.018 0.022
H 1.462 -0.326 -5.890 -0.015 -0.018 -0.043
H 3.348 -0.664 -4.260 0.028 -0.064 0.088
H 3.932 -1.899 -6.993 -0.072 0.022 -0.028
H 5.127 -1.211 -5.898 -0.001 0.022 0.022
H 3.916 -0.162 -6.656 -0.024 -0.004 -0.020
H 3.262 -3.341 -5.134 0.025 0.011 0.016
C -2.166 1.758 -8.052 0.000 -0.076 -0.086
C -1.263 1.086 -7.030 -0.085 0.428 0.046
C -1.728 1.354 -5.607 0.038 -0.048 0.093
O 0.081 1.546 -7.193 0.057 -0.165 0.077
H -2.158 2.842 -7.910 -0.026 0.002 0.067
H -1.813 1.558 -9.063 0.002 -0.036 -0.001
H -3.195 1.406 -7.966 -0.012 0.009 0.006
H -1.243 0.010 -7.210 0.142 -0.018 -0.037
H -1.698 2.429 -5.409 -0.072 0.015 -0.017
H -1.066 0.868 -4.888 -0.003 -0.036 -0.023
H -2.746 0.999 -5.441 -0.009 0.003 -0.020
H 0.080 2.501 -7.043 -0.011 0.026 -0.087
C -7.250 -2.518 1.241 0.141 -0.060 -0.119
C -6.337 -1.407 1.734 -0.375 0.086 -0.022
C -7.109 -0.356 2.516 0.128 0.087 0.018
O -5.640 -0.798 0.640 0.216 -0.022 0.142
H -8.011 -2.114 0.568 -0.048 0.035 0.054
H -6.682 -3.262 0.684 0.018 -0.016 0.025
H -7.753 -3.013 2.071 -0.015 0.018 0.010
H -5.558 -1.831 2.370 0.069 0.010 -0.031
H -7.865 0.111 1.880 -0.054 -0.063 -0.006
H -6.441 0.432 2.865 0.014 -0.027 0.040
H -7.609 -0.793 3.380 -0.018 -0.007 -0.002
H -6.297 -0.410 0.052 0.024 -0.012 -0.001
C 0.925 3.805 -4.273 0.025 -0.156 -0.103
C 1.118 5.029 -5.151 -0.195 0.067 0.312
C 1.217 6.309 -4.337 -0.012 0.068 -0.110
O 0.049 5.115 -6.095 0.088 -0.134 -0.138
H -0.006 3.883 -3.704 0.024 0.068 0.043
H 0.855 2.914 -4.898 0.052 -0.054 0.073
H 1.750 3.675 -3.570 0.008 0.029 0.001
H 2.023 4.908 -5.746 -0.027 0.005 -0.103
H 0.297 6.471 -3.768 0.009 -0.054 0.050
H 1.353 7.169 -4.991 0.031 -0.006 -0.017
H 2.052 6.270 -3.636 -0.002 -0.013 0.010
H -0.772 5.231 -5.602 0.017 0.046 -0.020
C 3.050 -4.381 5.231 -0.067 0.224 0.017
C 1.680 -4.764 5.766 0.272 -0.268 -0.160
C 1.198 -6.084 5.193 -0.201 0.067 0.023
O 0.726 -3.722 5.470 -0.029 0.386 -0.145
H 3.017 -4.271 4.143 -0.004 -0.106 -0.020
H 3.378 -3.429 5.654 0.019 -0.031 0.054
H 3.793 -5.139 5.474 0.010 -0.022 -0.011
H 1.714 -4.825 6.853 -0.098 0.108 0.040
H 1.114 -6.021 4.105 0.097 -0.010 -0.019
H 0.214 -6.338 5.587 0.017 -0.012 0.047
H 1.888 -6.890 5.437 0.027 -0.003 -0.008
H 0.676 -3.681 4.507 -0.053 -0.325 -0.025
```
Positions in Å, forces in eV/Å.

## Properties
Net charge: +1
Calculated total energy: -2295.20005 a.u.
Strongest force on any atom: 0.7 eV/Å
Kohn-Sham gap: 8.198 eV
HOMO energy: -0.4238 Eh